The following is a DFT calculation (wB97M-V/def2-TZVPD) of an isolated molecule of C9H8O3S at a distorted geometry.

Properties
Gap between HOMO and LUMO, Eh: 0.32422
M, Da: 196.2
E, Eh: -971.58138
LUMO, eV: -0.375

Atoms and positions in Å:
S 2.8431 -2.3403 -0.4714
O 0.9579 1.9900 0.5711
O 1.2936 -0.2831 0.4902
O 3.9791 -3.2394 -0.7598
C 2.5675 -0.2829 1.1870
C 0.5423 0.9109 0.2925
C -1.5753 1.8484 -0.2885
C -1.2282 -0.5741 -0.4478
C -2.9646 1.7075 -0.5944
C -3.4131 0.4301 -0.8872
C -0.7636 0.7110 -0.1288
C -2.5461 -0.6647 -0.8484
C 3.4176 -1.3638 0.7315
H -0.4582 -1.4387 -0.5930
H 3.0152 0.6908 1.1457
H 2.2178 -0.2966 2.3316
H -3.6004 2.5451 -0.6094
H -3.0217 -1.5841 -1.0188
H 4.3189 -1.7197 1.2115
H -4.4226 0.1821 -1.1590
H -1.1590 2.7716 -0.1545

For reference, the Mulliken charges in units of e are: number 1, S, carries 0.447; number 2, O, carries -0.589; number 3, O, carries -0.227; number 4, O, carries -0.581; number 5, C, carries -0.230; number 6, C, carries 0.513; number 7, C, carries -0.520; number 8, C, carries -0.301; number 9, C, carries -0.618; number 10, C, carries -0.352; number 11, C, carries 0.510; number 12, C, carries -0.526; number 13, C, carries -0.485; number 14, H, carries 0.163; number 15, H, carries 0.357; number 16, H, carries 0.266; number 17, H, carries 0.446; number 18, H, carries 0.413; number 19, H, carries 0.367; number 20, H, carries 0.378; number 21, H, carries 0.568

The following is a DFT calculation (wB97M-V/def2-TZVPD) of a 2-piece molecular cluster, C2H2O3S overall at a distorted geometry.

Properties
Gap between HOMO and LUMO (alpha / beta), Eh: 0.26690 / 0.26693
M, Da: 106.1
E, Eh: -701.19783
LUMO (alpha / beta), eV: -1.407 / -1.407

Atoms and positions in Å:
S -0.5450 -1.4407 -1.9687
O -0.2387 -1.2781 1.4348
O 0.8859 -1.4992 -1.8546
O -1.2389 -0.3377 -1.3593
C 0.3833 1.4535 1.1665
C 0.0789 -0.2018 1.1547
H 1.2874 1.5494 0.6718
H -0.6129 1.7545 0.7547

For reference, the Mulliken charges in units of e are: number 1, S, carries 0.694; number 2, O, carries -0.312; number 3, O, carries -0.354; number 4, O, carries -0.347; number 5, C, carries -0.666; number 6, C, carries 0.513; number 7, H, carries 0.253; number 8, H, carries 0.219

The following is a DFT calculation (wB97M-V/def2-TZVPD) of an isolated molecule of C7H7N3O at a distorted geometry.

Properties
SMILES: C#C/C=N\n1cc(C)[nH]c1=O
Gap between HOMO and LUMO, Eh: 0.28076
M, Da: 149.2
E, Eh: -510.29064
LUMO, eV: -0.283

Atoms and positions in Å:
O 1.5940 0.8575 -2.0995
N 2.6587 -1.2471 -0.2274
N 1.4787 -0.5877 -0.3524
N -0.3902 0.3735 -1.1386
C 3.4214 -0.7626 0.7178
C 3.3629 1.8012 1.1903
C -2.1297 -0.9921 0.2150
C 0.9584 0.1896 -1.3311
C -0.7376 -0.4177 0.0055
C 0.3944 -0.9434 0.5007
C 3.2955 0.6246 0.9721
H -0.8756 1.1962 -1.4643
H -2.6959 -0.6789 -0.7365
H -2.8023 -0.5879 1.0889
H 3.3847 2.8222 1.1079
H 4.4443 -1.1912 0.8971
H 0.3730 -1.6952 1.2991
H -2.0718 -2.0581 0.2617

For reference, the Mulliken charges in units of e are: number 1, O, carries -0.633; number 2, N, carries -0.976; number 3, N, carries 0.811; number 4, N, carries -0.111; number 5, C, carries -0.369; number 6, C, carries 0.157; number 7, C, carries -1.099; number 8, C, carries 0.201; number 9, C, carries 0.492; number 10, C, carries -0.482; number 11, C, carries -0.279; number 12, H, carries 0.247; number 13, H, carries 0.291; number 14, H, carries 0.240; number 15, H, carries 0.461; number 16, H, carries 0.334; number 17, H, carries 0.369; number 18, H, carries 0.345

The following is a DFT calculation (wB97M-V/def2-TZVPD) of a 2-piece molecular cluster, C4H14N2O overall at a distorted geometry.

Properties
SMILES: CN[C@@H](C)CN.O
Gap between HOMO and LUMO, Eh: 0.32594
M, Da: 106.2
E, Eh: -345.51087
LUMO, eV: 0.907

Atoms and positions in Å:
O -3.0956 -1.4776 1.1511
N 1.0312 1.6050 -0.4373
N -0.1113 -1.3675 1.5432
C -0.9848 0.2699 -0.8528
C 0.7947 -0.4298 0.8133
C 1.7558 1.1782 -1.6201
C 0.0271 0.7473 0.1690
H -0.5691 -0.3063 -1.6650
H 1.4275 0.2446 -2.0556
H -1.5731 1.0782 -1.2833
H 1.7310 1.9556 -2.4036
H -0.4762 1.2985 0.9643
H 1.2992 -0.9309 -0.0083
H 0.1883 -1.4052 2.5020
H -0.1168 -2.2453 1.0467
H 1.3620 2.4965 -0.1265
H 1.4981 -0.0124 1.5309
H -2.1953 -1.2223 0.9241
H -1.6907 -0.3496 -0.3540
H -3.1443 -2.3143 1.6095
H 2.8424 1.1873 -1.4475

For reference, the Mulliken charges in units of e are: number 1, O, carries -0.694; number 2, N, carries -0.211; number 3, N, carries -0.468; number 4, C, carries -0.973; number 5, C, carries -0.690; number 6, C, carries -1.003; number 7, C, carries 0.175; number 8, H, carries 0.201; number 9, H, carries 0.328; number 10, H, carries 0.347; number 11, H, carries 0.308; number 12, H, carries 0.318; number 13, H, carries 0.234; number 14, H, carries 0.187; number 15, H, carries 0.250; number 16, H, carries 0.192; number 17, H, carries 0.369; number 18, H, carries 0.418; number 19, H, carries 0.110; number 20, H, carries 0.292; number 21, H, carries 0.309